a:
The following is a DFT calculation (wB97M-V/def2-TZVPD) of an isolated molecule of C4H7NO.

Structure (XYZ):
```
13
Properties=species:S:1:pos:R:3
C 0.87 -1.09 0.05
C 0.54 1.15 -0.05
C -0.72 0.75 0.12
C -0.54 -0.74 0.28
H 0.86 -1.63 -0.85
H 1.52 -1.10 0.87
H 0.95 1.41 0.99
H 0.79 1.87 -0.91
H -1.51 1.11 0.80
H -1.95 -0.23 -0.67
H -1.08 -1.28 0.91
N -1.03 -0.29 -0.95
O 1.30 0.08 -0.59
```

## Properties
HOMO energy ... -9.2 eV
Total charge ... 0
SMILES ... C1OC[C@H]2N[C@@H]12
M ... 85.1 Da
HOMO-LUMO gap ... 0.3741 hartree

Here are the Löwdin charges for atoms 1 to 8, given in e: -0.14, -0.26, -0.21, -0.28, 0.13, 0.12, 0.16, 0.17

b:
The following is a DFT calculation (wB97M-V/def2-TZVPD) of a cluster of 3 separate species, C4H7NO in total.

Structure (XYZ):
```
13
Properties=species:S:1:pos:R:3
O 2.25 0.04 0.44
C 1.87 1.04 -0.13
C -0.60 -1.48 -0.65
C -1.63 -0.66 -0.44
C -1.51 0.76 -0.66
N -1.40 1.90 -0.83
H 0.61 -0.02 2.14
H 2.23 1.30 -1.14
H 1.13 1.73 0.32
H -0.70 -2.55 -0.46
H 0.37 -1.12 -0.99
H -0.04 0.08 2.49
H -2.58 -1.01 -0.08
```

## Properties
HOMO energy ... -10.3 eV
Total charge ... 0
SMILES ... C=CC#N.[H][H].C=O
M ... 85.1 Da
HOMO-LUMO gap ... 0.3907 hartree

Here are the Löwdin charges for atoms 1 to 8, given in e: -0.06, -0.16, 0.04, -0.17, -0.25, 0.15, 0.02, 0.09

c:
The following is a DFT calculation (wB97M-V/def2-TZVPD) of an isolated molecule of C4H7NO.

Structure (XYZ):
```
13
Properties=species:S:1:pos:R:3
C -1.71 0.45 -0.23
N -0.39 -0.19 -0.13
C -0.29 -1.51 -0.06
C 1.97 0.65 0.29
C 0.67 0.64 -0.31
O 1.01 1.75 0.44
H -1.84 1.11 0.63
H -1.78 1.03 -1.15
H -2.48 -0.33 -0.20
H -1.02 -2.13 -0.56
H 0.68 -1.91 0.21
H 2.20 0.17 1.24
H 2.82 0.81 -0.37
```

## Properties
HOMO energy (spin up / spin down) ... -7.0 / -7.2 eV
Total charge ... 0
M ... 85.1 Da
HOMO-LUMO gap (spin up / spin down) ... 0.2817 / 0.2955 hartree

Here are the Löwdin charges for atoms 1 to 8, given in e: -0.01, -0.22, 0.01, -0.08, -0.30, -0.01, 0.10, 0.10

d:
The following is a DFT calculation (wB97M-V/def2-TZVPD) of an isolated molecule of C4H7NO.

Structure (XYZ):
```
13
Properties=species:S:1:pos:R:3
C 0.50 -0.69 0.53
C -0.82 -1.04 -0.15
O -1.72 0.10 -0.14
C -1.15 1.33 -0.29
N 0.12 1.53 -0.45
C 1.09 0.50 -0.22
H 0.31 -0.43 1.58
H 1.18 -1.54 0.52
H -0.65 -1.36 -1.18
H -1.35 -1.85 0.37
H -0.90 2.29 0.30
H 1.92 0.96 0.33
H 1.47 0.21 -1.20
```

## Properties
HOMO energy ... -8.9 eV
Total charge ... 0
SMILES ... C1=NCCCO1
M ... 85.1 Da
HOMO-LUMO gap ... 0.3621 hartree

Here are the Löwdin charges for atoms 1 to 8, given in e: -0.17, -0.17, -0.07, -0.23, 0.00, -0.24, 0.12, 0.12

The winner here is b, beating the second structure by 33.0 kJ/mol.

a:
The following is a DFT calculation (wB97M-V/def2-TZVPD) of an isolated molecule of C4H7NO.

Structure (XYZ):
```
13
Properties=species:S:1:pos:R:3
C -1.20 -0.78 0.67
C -0.36 0.32 -1.06
C 0.65 1.28 -0.43
C 1.20 0.18 0.44
O 2.09 -0.01 1.21
N 0.15 -0.79 -0.06
H -2.03 -1.01 -0.02
H -1.10 -1.50 1.46
H -1.42 0.23 1.06
H -0.16 0.02 -2.07
H 1.39 1.69 -1.12
H 0.26 2.10 0.19
H 0.53 -1.73 -0.27
```

## Properties
HOMO energy ... -6.6 eV
Total charge ... 0
M ... 85.1 Da
HOMO-LUMO gap ... 0.2696 hartree

Here are the Löwdin charges for atoms 1 to 8, given in e: -0.07, -0.18, -0.16, -0.36, 0.15, -0.07, 0.09, 0.07

b:
The following is a DFT calculation (wB97M-V/def2-TZVPD) of an isolated molecule of C4H7NO.

Structure (XYZ):
```
13
Properties=species:S:1:pos:R:3
O -1.99 -0.82 0.61
C -1.04 -0.07 -0.10
C -0.22 1.20 0.31
N 0.78 0.82 -0.72
C 1.53 -0.24 -0.10
C 0.22 -0.72 -0.57
H -1.53 -1.47 1.15
H -1.57 0.29 -0.99
H 0.17 1.18 1.33
H -0.69 2.17 0.12
H 1.84 -0.16 0.93
H 2.32 -0.56 -0.79
H 0.18 -1.64 -1.18
```

## Properties
HOMO energy ... -9.5 eV
Total charge ... 0
SMILES ... O[C@H]1CN2C[C@@H]12
M ... 85.1 Da
HOMO-LUMO gap ... 0.3774 hartree

Here are the Löwdin charges for atoms 1 to 8, given in e: -0.01, -0.38, -0.12, 0.01, -0.19, -0.12, 0.09, 0.15

The winner here is b, beating the second structure by 132.1 kJ/mol.

a:
The following is a DFT calculation (wB97M-V/def2-TZVPD) of an isolated molecule of C4H7NO.

Structure (XYZ):
```
13
Properties=species:S:1:pos:R:3
C -1.51 0.94 -0.18
C -0.07 0.91 0.41
C 0.66 -0.12 -0.35
O 1.94 -1.43 0.65
C 0.55 -1.52 -0.05
N -0.24 -2.41 -0.22
H -2.12 1.63 0.41
H -1.51 1.28 -1.22
H -1.95 -0.06 -0.14
H -0.12 0.63 1.47
H 0.39 1.89 0.31
H 1.17 0.17 -1.27
H 2.58 -1.90 0.10
```

## Properties
HOMO energy (spin up / spin down) ... -8.9 / -8.0 eV
Total charge ... 0
M ... 85.1 Da
HOMO-LUMO gap (spin up / spin down) ... 0.2980 / 0.2414 hartree

Here are the Löwdin charges for atoms 1 to 8, given in e: -0.08, -0.21, 0.04, -0.04, -0.58, 0.18, 0.08, 0.08

b:
The following is a DFT calculation (wB97M-V/def2-TZVPD) of an isolated molecule of C4H7NO.

Structure (XYZ):
```
13
Properties=species:S:1:pos:R:3
C -0.58 1.24 0.94
C -0.33 0.34 -0.25
C 1.12 -0.16 -0.53
N 0.60 -1.52 -0.43
C -0.70 -1.15 -0.19
O -1.72 -1.79 -0.05
H -1.65 1.25 1.20
H -0.02 0.91 1.83
H -0.28 2.27 0.72
H -0.78 0.77 -1.15
H 1.85 0.09 0.25
H 1.52 0.10 -1.52
H 0.97 -2.40 -0.78
```

## Properties
HOMO energy ... -9.7 eV
Total charge ... 0
SMILES ... C[C@H]1CNC1=O
M ... 85.1 Da
HOMO-LUMO gap ... 0.3915 hartree

Here are the Löwdin charges for atoms 1 to 8, given in e: -0.06, -0.25, -0.13, 0.08, -0.47, 0.08, 0.08, 0.08

c:
The following is a DFT calculation (wB97M-V/def2-TZVPD) of an isolated molecule of C4H7NO.

Structure (XYZ):
```
13
Properties=species:S:1:pos:R:3
C -1.04 -0.47 1.14
C -0.32 -0.56 -0.22
N -0.83 0.48 -1.13
C 1.15 -0.21 -0.19
C 1.30 1.09 -0.37
O 0.20 1.71 -0.86
H -1.04 0.57 1.48
H -0.54 -1.09 1.89
H -2.08 -0.80 1.06
H -0.42 -1.57 -0.63
H -0.51 0.13 -2.05
H 1.94 -0.93 -0.10
H 2.18 1.65 -0.04
```

## Properties
HOMO energy ... -8.7 eV
Total charge ... 0
SMILES ... C[C@@H]1C=CON1
M ... 85.1 Da
HOMO-LUMO gap ... 0.3576 hartree

Here are the Löwdin charges for atoms 1 to 8, given in e: -0.06, -0.42, 0.10, -0.08, -0.19, -0.07, 0.08, 0.08

d:
The following is a DFT calculation (wB97M-V/def2-TZVPD) of a cluster of 2 separate species, C4H7NO in total.

Structure (XYZ):
```
13
Properties=species:S:1:pos:R:3
C 1.86 -1.43 -0.11
C -2.66 -0.04 -0.39
C 1.79 -0.13 -0.05
C 1.86 1.17 0.01
N -1.76 0.45 0.45
O -0.57 0.88 0.32
H 2.79 -2.06 -0.61
H 1.07 -2.14 0.33
H -3.57 -0.50 -0.02
H -2.40 0.07 -1.47
H 1.22 1.58 -0.73
H 2.31 1.75 0.76
H -1.94 0.41 1.50
```

## Properties
HOMO energy ... -8.6 eV
Total charge ... 0
SMILES ... C=[NH+][O-].C=C=C
M ... 85.1 Da
HOMO-LUMO gap ... 0.3457 hartree

Here are the Löwdin charges for atoms 1 to 8, given in e: -0.06, 0.06, -0.23, -0.02, -0.21, -0.14, 0.10, 0.06

The winner here is b, beating the second structure by 265.4 kJ/mol.

a:
The following is a DFT calculation (wB97M-V/def2-TZVPD) of an isolated molecule of C4H7NO.

Structure (XYZ):
```
13
Properties=species:S:1:pos:R:3
O 0.72 -0.96 -1.24
C 1.79 -0.37 -0.64
N 1.99 -0.15 0.58
C -0.65 0.67 0.01
C -1.34 0.80 1.13
C -0.57 -0.64 -0.70
H 2.50 -0.02 -1.39
H 1.23 -0.54 1.15
H -0.20 1.53 -0.49
H -1.72 -0.08 1.65
H -1.58 1.77 1.55
H -1.22 -0.59 -1.57
H -0.94 -1.44 -0.05
```

## Properties
HOMO energy ... -10.1 eV
Total charge ... 0
SMILES ... [H]/N=C\OCC=C
M ... 85.1 Da
HOMO-LUMO gap ... 0.4078 hartree

Here are the Löwdin charges for atoms 1 to 8, given in e: -0.08, -0.33, 0.13, -0.20, 0.01, -0.20, 0.12, 0.05

b:
The following is a DFT calculation (wB97M-V/def2-TZVPD) of an isolated molecule of C4H7NO.

Structure (XYZ):
```
13
Properties=species:S:1:pos:R:3
C 2.32 -0.34 -0.04
C -0.73 1.08 0.08
C -1.84 0.22 -0.13
C -1.75 -1.14 0.08
H 2.72 -1.30 -0.51
H 2.63 0.60 -0.67
H 2.80 -0.19 1.00
H -0.96 2.14 0.29
H -2.81 0.70 -0.52
H -0.85 -1.75 0.47
H -2.69 -1.75 -0.02
N 0.54 0.88 0.07
O 0.92 -0.44 -0.05
```

## Properties
HOMO energy ... -9.1 eV
Total charge ... 0
SMILES ... C=C/C=N\OC
M ... 85.1 Da
HOMO-LUMO gap ... 0.3541 hartree

Here are the Löwdin charges for atoms 1 to 8, given in e: -0.14, -0.20, -0.17, 0.03, 0.09, 0.10, 0.10, 0.12

c:
The following is a DFT calculation (wB97M-V/def2-TZVPD) of an isolated molecule of C4H7NO.

Structure (XYZ):
```
13
Properties=species:S:1:pos:R:3
C 1.78 0.33 -0.21
N 0.39 0.20 -0.63
C -0.53 0.96 0.18
C -0.48 -0.53 0.28
C -1.70 -1.22 -0.24
O -2.27 -2.09 0.36
H 2.14 1.29 -0.59
H 2.39 -0.46 -0.64
H 1.90 0.33 0.88
H -0.16 1.52 1.03
H -1.33 1.45 -0.38
H -0.04 -1.00 1.16
H -2.11 -0.78 -1.18
```

## Properties
HOMO energy ... -9.6 eV
Total charge ... 0
SMILES ... CN1C[C@H]1C=O
M ... 85.1 Da
HOMO-LUMO gap ... 0.3886 hartree

Here are the Löwdin charges for atoms 1 to 8, given in e: -0.10, -0.12, -0.12, -0.24, -0.23, 0.05, 0.09, 0.08

The winner here is a, beating the second structure by 9.1 kJ/mol.

a:
The following is a DFT calculation (wB97M-V/def2-TZVPD) of an isolated molecule of C4H7NO.

Structure (XYZ):
```
13
Properties=species:S:1:pos:R:3
N -1.04 1.67 -0.04
C -0.69 0.65 -0.88
O -1.30 0.41 -1.91
C 0.51 -0.15 -0.44
C 0.33 -1.55 0.04
C 0.77 -0.48 1.00
H -0.42 1.96 0.70
H -1.75 2.31 -0.35
H 1.38 0.05 -1.07
H -0.68 -1.92 0.12
H 1.06 -2.29 -0.28
H 1.79 -0.49 1.35
H 0.04 -0.16 1.74
```

## Properties
HOMO energy ... -9.7 eV
Total charge ... 0
SMILES ... NC(=O)C1CC1
M ... 85.1 Da
HOMO-LUMO gap ... 0.3927 hartree

Here are the Löwdin charges for atoms 1 to 8, given in e: 0.16, -0.52, 0.05, -0.23, -0.10, -0.13, 0.10, 0.11

b:
The following is a DFT calculation (wB97M-V/def2-TZVPD) of an isolated molecule of C4H7NO.

Structure (XYZ):
```
13
Properties=species:S:1:pos:R:3
C 0.08 1.39 -0.03
C 0.32 -1.16 -0.13
C 1.71 -1.11 0.04
C -1.81 -0.11 -0.01
H 0.54 1.47 1.03
H 1.03 1.65 -0.68
H -0.67 2.21 -0.25
H -0.30 -2.05 -0.14
H 2.30 -1.96 -0.05
H 2.15 -0.14 0.27
H -2.31 0.84 0.18
N -0.51 0.06 -0.22
O -2.53 -1.10 0.01
```

## Properties
HOMO energy ... -9.1 eV
Total charge ... 0
SMILES ... C=CN(C)C=O
M ... 85.1 Da
HOMO-LUMO gap ... 0.3645 hartree

Here are the Löwdin charges for atoms 1 to 8, given in e: -0.08, -0.07, 0.04, -0.37, 0.11, 0.11, 0.09, 0.10

c:
The following is a DFT calculation (wB97M-V/def2-TZVPD) of an isolated molecule of C4H7NO.

Structure (XYZ):
```
13
Properties=species:S:1:pos:R:3
C 0.60 -0.41 -1.18
C -0.46 -0.49 -0.08
O -0.60 -1.78 0.47
C -0.19 0.55 1.03
C -0.31 1.92 0.52
N -0.41 2.98 0.08
H 0.42 -1.17 -1.95
H 0.60 0.58 -1.63
H 1.60 -0.59 -0.75
H -1.44 -0.25 -0.51
H 0.27 -2.14 0.64
H 0.82 0.42 1.44
H -0.92 0.40 1.83
```

## Properties
HOMO energy ... -10.9 eV
Total charge ... 0
SMILES ... C[C@@H](O)CC#N
M ... 85.1 Da
HOMO-LUMO gap ... 0.4269 hartree

Here are the Löwdin charges for atoms 1 to 8, given in e: -0.05, -0.46, -0.03, -0.14, -0.23, 0.15, 0.09, 0.08

The winner here is a, beating the second structure by 6.2 kJ/mol.

a:
The following is a DFT calculation (wB97M-V/def2-TZVPD) of an isolated molecule of C4H7NO.

Structure (XYZ):
```
13
Properties=species:S:1:pos:R:3
C 0.55 -0.19 1.45
C -0.35 -0.05 0.24
C -0.10 1.13 -0.73
O -1.70 -0.29 0.47
C 0.16 -0.37 -1.08
N 0.51 -1.23 -1.92
H 0.19 0.48 2.24
H 0.53 -1.21 1.83
H 1.58 0.07 1.22
H -0.99 1.59 -1.14
H 0.71 -0.49 -2.67
H 0.71 1.81 -0.48
H -1.81 -1.24 0.57
```

## Properties
HOMO energy ... -9.4 eV
Total charge ... 0
SMILES ... [H]/N=C1\C[C@@]1(C)O
M ... 85.1 Da
HOMO-LUMO gap ... 0.3751 hartree

Here are the Löwdin charges for atoms 1 to 8, given in e: -0.01, -0.54, 0.03, 0.02, -0.31, 0.15, 0.09, 0.08

b:
The following is a DFT calculation (wB97M-V/def2-TZVPD) of an isolated molecule of C4H7NO.

Structure (XYZ):
```
13
Properties=species:S:1:pos:R:3
C -1.95 -0.57 0.11
C -0.53 -0.26 -0.30
O 0.15 0.32 0.81
C 1.41 0.86 0.53
C 2.21 0.08 -0.44
N 2.83 -0.50 -1.23
H -2.54 0.35 0.22
H -2.43 -1.21 -0.63
H -1.94 -1.09 1.07
H -0.50 0.42 -1.17
H 0.00 -1.18 -0.59
H 1.96 0.89 1.48
H 1.33 1.89 0.13
```

## Properties
HOMO energy ... -10.6 eV
Total charge ... 0
SMILES ... CCOCC#N
M ... 85.1 Da
HOMO-LUMO gap ... 0.4208 hartree

Here are the Löwdin charges for atoms 1 to 8, given in e: -0.07, -0.28, -0.14, -0.21, -0.19, 0.15, 0.08, 0.08

The winner here is b, beating the second structure by 132.7 kJ/mol.